Below is a structure of composition C33H37MoN5OSSi, with properties calculated with ωB97M-V/def2-TZVPD.

The geometry in ORCA input format:
```
! RIJCOSX wB97M-V def2-TZVPD def2/J DEFGRID3
* xyz 2 3
H 1.116 -3.716 1.871
H 1.326 -3.559 -0.281
C 2.133 3.266 0.343
H -1.886 3.900 0.505
N 1.024 1.093 -2.690
H 0.135 0.414 2.509
C 2.408 -1.518 4.080
H -3.535 3.273 -1.267
Si -0.790 -1.648 0.670
S 2.773 4.797 0.763
H 3.753 1.788 -4.510
H 3.138 -1.469 4.877
C 2.200 -2.706 3.398
C 0.470 4.687 -0.354
C -3.872 -0.834 3.342
H -0.633 -4.697 1.091
C 1.253 -2.773 2.385
H 2.767 -3.589 3.661
C 1.070 -0.262 -4.654
C -2.820 2.543 -0.888
H -2.294 -4.187 0.784
H -3.297 1.562 -0.880
N -0.103 -2.128 -5.991
C -2.346 2.912 0.502
H -1.291 3.401 -1.975
C 0.432 -1.292 -5.416
H 0.546 -4.318 -1.663
C 2.183 1.660 -3.072
C -1.801 -2.914 -1.630
Mo 0.067 1.436 -0.771
C 4.531 0.489 1.164
H -2.831 -2.818 -1.289
C 0.566 -3.415 -1.049
C 4.019 1.774 1.117
H 2.750 0.019 -5.969
H -5.857 -0.130 2.950
N 2.039 0.955 0.056
C 0.499 -1.657 2.025
H -1.853 -1.526 3.449
C 0.715 -0.476 2.744
H -0.864 2.273 1.765
C 3.796 -0.555 0.619
H -1.454 -5.214 -0.374
H 1.314 6.645 0.174
H 4.578 2.612 1.510
O -0.369 -0.341 -0.324
C -2.447 -1.182 1.410
C 2.826 1.305 -4.242
H -1.915 2.092 -2.697
C -3.512 -0.762 0.598
H 4.163 -1.570 0.626
H -5.543 -0.078 0.499
C -0.828 -3.151 -0.466
C -4.728 -0.381 1.143
H -4.013 -0.870 4.414
H -3.190 2.925 1.194
H 0.886 -2.593 -1.698
H 1.799 0.530 4.294
C 2.270 0.326 -5.051
N -1.326 1.929 0.927
H 1.947 -1.062 -0.347
C 2.773 1.984 0.541
H -1.792 1.054 1.187
H -0.443 -0.308 -3.129
H 5.500 0.306 1.607
C 0.477 0.153 -3.472
C -2.654 -1.209 2.792
C -1.327 -4.375 0.314
N -1.632 2.456 -1.788
H -0.459 5.044 -0.780
C 2.558 -0.280 0.079
C -4.907 -0.416 2.521
H -1.765 -3.766 -2.312
H 2.582 2.419 -2.411
H -3.393 -0.751 -0.481
C 1.656 -0.396 3.754
C 0.889 3.323 -0.263
C 1.386 5.570 0.141
H -1.541 -2.025 -2.210
*
```

The value obtained for the lowest unoccupied orbital energy (spin up / spin down) is -7.023 / -6.972 eV. Its energy relative to the best compared isomer or geometry (same formula, charge and spin) is 2.1 kcal per mole. The value obtained for the frontier orbital gap (spin up / spin down) is 6.8 / 7.0 eV.